A 2-piece molecular cluster, C2H5FO2 overall at a distorted geometry, computed with ωB97M-V/def2-TZVPD.

Positions of all 10 atoms, in Å:
C -1.45228 -0.59948 0.07203
C 1.71668 0.51148 0.01026
O -1.02773 0.64812 -0.42245
O -0.12515 1.30041 0.38938
F 1.54802 -0.74579 -0.45797
H -0.64555 -1.05478 0.68636
H -1.61892 -1.08257 -0.99784
H -2.53130 -0.49423 0.53724
H 2.04791 1.01698 -0.80928
H 2.08833 0.49986 0.99228

Results
Energy relative to the best compared isomer or geometry (same formula, charge and spin)   150.5 kcal per mole
E_LUMO (spin up / spin down)   0.22 / 0.22 eV
E_HOMO (spin up / spin down)   -9.02 / -9.03 eV
Spin multiplicity   1
E   -329.32255 a.u.


One molecule with the formula C6H10 at a distorted geometry, computed with ωB97M-V/def2-TZVPD.

Positions of all 16 atoms, in Å:
C -0.81790 -1.57820 -0.07436
C -0.44453 -0.28875 0.59771
C -0.66110 -0.13212 1.91869
C 0.99429 1.77603 0.35531
C 0.56619 0.56559 -0.09831
C 0.60633 0.41526 -1.60755
H -1.62209 -1.41601 -0.82054
H -1.37225 -2.23361 0.61148
H -0.02667 -2.09341 -0.60930
H 0.11585 0.24601 2.58771
H -1.43563 -0.72189 2.40704
H 1.19600 2.49769 -0.42699
H 1.21473 1.90430 1.41162
H 1.18909 -0.41774 -2.03822
H 0.89704 1.27350 -2.22822
H -0.39936 0.20335 -1.98609

Results
Energy relative to the best compared isomer or geometry (same formula, charge and spin)   52.2 kcal per mole
E_LUMO   0.56 eV
E_HOMO   -8.18 eV
Spin multiplicity   1
SMILES string   C=C(C)C(=C)C
E   -234.51932 a.u.


Question: Which of these has the highest E?
Answer: C6H10


Copy entry 1 word for word.
A 2-piece molecular cluster, C2H5FO2 overall at a distorted geometry, computed with ωB97M-V/def2-TZVPD.

Positions of all 10 atoms, in Å:
C -1.45228 -0.59948 0.07203
C 1.71668 0.51148 0.01026
O -1.02773 0.64812 -0.42245
O -0.12515 1.30041 0.38938
F 1.54802 -0.74579 -0.45797
H -0.64555 -1.05478 0.68636
H -1.61892 -1.08257 -0.99784
H -2.53130 -0.49423 0.53724
H 2.04791 1.01698 -0.80928
H 2.08833 0.49986 0.99228

Results
Energy relative to the best compared isomer or geometry (same formula, charge and spin)   150.5 kcal per mole
E_LUMO (spin up / spin down)   0.22 / 0.22 eV
E_HOMO (spin up / spin down)   -9.02 / -9.03 eV
Spin multiplicity   1
E   -329.32255 a.u.


Question: What is the formula in the second record?
Answer: C6H10


Question: Among the records above, which one has the lowest E?
Answer: C2H5FO2